This record from the OMol25 dataset describes an isolated ion of composition C3H10N3O and charge +1 at a distorted geometry. The level of theory is ωB97M-V/def2-TZVPD.

Structure (XYZ):
```
17
Properties=species:S:1:pos:R:3:forces:R:3
C -1.198 0.061 0.146 -2.590 -2.135 -0.436
C 0.763 -0.341 -1.256 -3.135 -1.955 -0.835
C 0.269 0.070 0.104 3.147 1.138 -0.054
N -1.786 -1.169 0.117 -1.493 1.093 0.566
N 0.729 -0.705 1.148 4.633 -2.672 -1.422
N 0.702 1.592 0.248 -3.239 0.929 -0.399
O -1.790 1.110 0.153 -0.651 1.677 0.350
H 1.797 -0.533 -1.251 1.424 0.391 -0.473
H 0.245 0.161 -2.144 1.289 -0.123 1.326
H 0.302 -1.360 -1.310 0.680 0.494 -0.419
H -1.248 -1.943 -0.194 0.289 -0.673 0.306
H -2.807 -1.344 0.343 1.908 0.748 -0.682
H 1.792 -1.009 1.162 -2.968 1.002 -0.352
H 0.490 -0.416 2.031 -0.959 0.672 2.475
H 1.165 1.961 -0.600 0.184 -0.157 1.002
H 0.988 1.995 1.178 0.039 -0.814 -1.379
H -0.412 1.870 0.122 1.444 0.384 0.424
```
Forces are in eV/Å.

The SMILES is C[C@@](N)([NH3+])C(N)=O. The charge is +1. For the HOMO energy, the calculation gives -14.51 eV. As for the energy: -359.56221 Ha. The value obtained for the energy above the lowest of the compared OMol25 structures with the same formula, charge and spin is 2.114 eV. The calculation puts the lowest unoccupied orbital energy at -3.23 eV.


This record from the OMol25 dataset describes one molecule with the formula C5H11NS at a distorted geometry. The level of theory is ωB97M-V/def2-TZVPD.

Structure (XYZ):
```
18
Properties=species:S:1:pos:R:3:forces:R:3
C 0.327 0.377 1.741 0.020 -0.536 -0.185
C -0.872 1.749 0.100 -1.363 2.058 1.045
C 0.738 0.137 -0.799 0.566 2.128 0.341
C 1.026 -1.288 -0.691 3.050 -2.400 -1.743
C -0.233 -0.883 -1.405 1.528 -0.038 -2.178
H -0.559 -0.274 2.112 1.450 0.539 -0.980
H 0.227 1.286 2.282 -0.008 0.709 1.043
H 1.348 -0.040 2.042 -1.520 0.261 -0.766
H -1.134 2.550 0.927 1.203 -1.642 -0.957
H -1.812 1.157 0.129 0.207 0.284 -0.721
H -0.798 2.461 -0.784 0.107 -1.548 0.611
H 1.505 0.742 -1.455 -2.035 -1.189 0.886
H 1.939 -1.842 -1.283 -2.311 1.911 1.167
H 0.902 -1.838 0.213 -0.260 0.062 0.744
H -0.212 -1.015 -2.530 -0.277 0.243 1.503
H -1.027 -2.753 -0.446 -1.544 1.842 0.158
N 0.275 0.907 0.357 0.798 -0.422 0.077
S -1.640 -1.432 -0.510 0.388 -2.263 -0.045
```
Forces are in eV/Å.

The SMILES is CN(C)[C@H]1C[C@H]1S. For the HOMO energy, the calculation gives -8.13 eV. As for the energy: -649.93714 Ha. The value obtained for the energy above the lowest of the compared OMol25 structures with the same formula, charge and spin is 2.773 eV. The calculation puts the lowest unoccupied orbital energy at 0.80 eV.


This record from the OMol25 dataset describes C26H36AsBrTi as an isolated structure at a distorted geometry. The level of theory is ωB97M-V/def2-TZVPD.

Structure (XYZ):
```
65
Properties=species:S:1:pos:R:3:forces:R:3
Ti -0.123 0.920 -0.229 -0.295 -0.292 -1.369
C -0.752 2.943 -1.172 0.371 -0.722 -0.494
C -1.993 2.313 -0.726 2.025 0.261 0.680
C -2.150 1.118 -1.474 0.413 0.181 -0.724
C -1.083 1.064 -2.446 -0.821 -0.574 0.656
C -0.230 2.180 -2.306 -2.119 -0.530 2.098
C 0.808 2.506 -3.257 0.818 -1.731 -1.454
C -0.987 0.074 -3.548 0.884 -0.755 1.095
C -3.352 0.221 -1.454 -0.533 -0.684 0.631
C -2.811 2.948 0.349 -1.839 0.772 -1.714
C -0.100 4.175 -0.573 -1.400 0.282 0.629
H 1.664 1.775 -3.292 -0.686 0.804 0.129
H 1.117 3.474 -3.073 1.222 1.911 0.229
H 0.375 2.507 -4.275 0.152 -0.079 0.360
H -1.325 0.459 -4.446 -0.569 1.371 -1.958
H -1.574 -0.831 -3.498 -0.069 -0.320 0.798
H 0.053 -0.175 -3.690 0.325 -0.322 -0.237
H -4.253 0.850 -1.626 0.441 -0.527 0.299
H -3.404 -0.284 -0.467 -0.429 0.481 -0.373
H -3.403 -0.640 -2.156 0.489 0.939 0.085
H -3.564 3.590 -0.203 0.576 -0.537 0.492
H -2.241 3.673 0.905 0.238 -0.166 0.595
H -3.442 2.284 0.936 0.422 0.059 0.166
H -0.842 5.015 -0.509 0.571 -0.791 0.164
H 0.698 4.562 -1.164 0.647 0.020 -0.598
H 0.316 3.968 0.432 -0.433 0.278 -0.372
Br 2.194 1.710 0.701 0.040 0.488 -1.540
C 1.701 1.041 2.367 0.121 -0.249 0.581
C 2.682 1.012 3.279 -0.318 -0.346 2.767
C 2.322 0.625 4.638 1.281 -0.177 -0.592
C 1.082 0.166 4.876 -1.926 -0.322 0.954
C 0.051 0.163 3.904 1.159 0.243 -0.821
C -1.225 -0.362 4.177 0.127 -0.498 -0.054
C -2.186 -0.324 3.213 0.415 0.458 -0.293
C -1.925 0.366 2.015 0.880 -0.495 1.115
C -0.680 0.858 1.673 -0.441 -0.231 -0.239
C 0.379 0.653 2.599 -1.152 0.349 0.814
H 3.669 1.354 3.080 0.623 0.129 -0.203
H 3.035 0.601 5.479 -0.135 0.268 -0.848
H 0.688 -0.151 5.856 0.934 0.150 -0.250
H -1.387 -0.904 5.102 -0.031 0.286 0.116
H -3.151 -0.764 3.328 -0.442 -0.210 0.316
H -2.763 0.434 1.412 -1.248 0.371 -1.483
C 0.810 -2.618 2.038 0.563 -1.045 0.354
C 1.733 -2.417 0.839 0.651 0.366 -0.380
As 0.744 -1.695 -0.680 0.247 0.189 -1.229
C 2.073 -1.848 -2.224 0.520 -1.063 3.055
C 3.278 -0.922 -2.126 -0.237 0.104 -1.382
C -0.558 -3.147 -1.040 0.090 0.558 0.049
C 0.178 -4.376 -1.579 -0.446 0.082 -0.748
H 1.515 -2.774 2.868 -0.681 -0.060 0.194
H 0.127 -3.478 1.967 0.642 -0.061 -0.185
H 0.129 -1.818 2.276 0.179 0.655 -0.111
H 2.286 -3.334 0.526 -0.717 0.443 0.182
H 2.561 -1.703 1.063 -0.728 -0.277 -0.016
H 1.558 -1.847 -3.109 -1.407 0.595 -2.277
H 2.359 -2.923 -2.142 0.221 0.791 0.197
H 3.098 0.157 -2.323 -0.208 -0.654 0.231
H 4.001 -1.243 -2.891 -0.116 0.146 0.229
H 3.752 -1.044 -1.185 0.530 0.071 0.938
H -1.350 -2.785 -1.697 0.330 0.062 -0.403
H -1.108 -3.292 -0.117 0.256 -0.314 0.436
H 0.498 -4.140 -2.643 0.151 -0.545 1.465
H -0.541 -5.198 -1.677 0.154 0.094 0.085
H 0.971 -4.724 -0.880 -0.281 0.316 -0.841
```
Forces are in eV/Å.

The charge is +2. For the HOMO energy, the calculation gives -14.62 eV. As for the energy: -6670.99062 Ha. The calculation puts the lowest unoccupied orbital energy at -7.36 eV.


Q: HOMO energy of number 3 (C26H36AsBrTi)?
A: -14.62 eV